Record 1
Formula: C6H12NO3
Source: the OMol25 dataset
Level of theory: ωB97M-V with the def2-TZVPD basis set

## Properties
**Total charge**: -1
**Multiplicity**: 1
**Largest force on an atom**: 3.37 eV/A
**HOMO energy**: -4.375 eV
**Frontier orbital gap**: 7.899 eV
**Electronic energy**: -14051.284 eV
**Molar mass**: 146.166 g/mol

Geometry (Å):
C: 2.0280 -0.1484 -1.6674
C: 1.1078 -1.1629 -2.3978
C: 1.3540 1.2168 -1.3714
O: 1.9233 1.7929 -0.3955
O: 0.3370 1.5973 -1.9717
H: 2.4135 -0.4929 -0.6981
H: 2.8991 0.1554 -2.2426
H: 0.2651 -1.1803 -1.6752
H: 1.4688 -2.1721 -2.4288
H: 0.8232 -0.7516 -3.3998
C: -1.4865 -1.2487 0.8569
C: -1.1075 -2.4984 1.6323
C: -1.3490 -0.0267 1.7064
O: -1.8486 0.0719 2.8185
N: -1.0569 1.1527 1.0373
H: -1.0296 -1.1560 -0.1410
H: -2.5548 -1.3502 0.5967
H: -1.5311 -3.4418 1.2782
H: -1.4054 -2.4132 2.6898
H: -1.2256 1.9991 1.5530
H: -0.2122 1.2488 0.4510
H: -0.0336 -2.7229 1.6857

Record 2
Formula: C31H30FeN8O5PS2
Source: the OMol25 dataset
Level of theory: ωB97M-V with the def2-TZVPD basis set

## Properties
**Total charge**: 0
**Multiplicity**: 6
**Largest force on an atom**: 0.11 eV/A
**HOMO energy (spin up / spin down)**: -7.552 / -7.547 eV
**Frontier orbital gap (spin up / spin down)**: 7.149 / 6.998 eV
**Electronic energy**: -120136.668 eV
**Molar mass**: 745.585 g/mol

Geometry (Å):
Fe: -0.8497 -1.1045 -1.6020
N: -4.1881 1.7196 -1.8639
C: -3.4069 0.6236 -1.8058
S: -2.0744 0.5293 -2.9166
N: -3.7826 -0.3075 -0.9473
N: -2.9149 -1.3382 -0.9356
C: -3.2742 -2.4698 -0.4743
C: -2.3039 -3.5625 -0.5917
C: -2.5968 -4.8530 -0.1752
C: -1.6508 -5.8475 -0.3658
C: -0.4473 -5.5256 -0.9702
C: -0.2308 -4.2113 -1.3593
N: -1.1325 -3.2537 -1.1724
H: -3.8633 2.5098 -2.3901
H: -4.8611 1.8584 -1.1287
H: -4.2723 -2.6456 -0.0814
H: -3.5542 -5.0655 0.2824
H: -1.8553 -6.8631 -0.0524
H: 0.3153 -6.2712 -1.1440
H: 0.6889 -3.9000 -1.8349
N: 1.2777 -0.2375 -4.3630
C: 1.6037 -0.8264 -3.1906
O: 0.7999 -1.6734 -2.6928
C: 2.8259 -0.4827 -2.5680
C: 3.6772 0.4581 -3.1954
N: 4.3063 1.2414 -3.7646
C: 3.2637 -1.0555 -1.3450
N: 4.3511 -0.9377 -0.6476
H: 0.3951 -0.4719 -4.7814
H: 1.8837 0.4357 -4.7991
C: -1.4728 -3.5596 2.9133
S: -0.7760 -2.0654 2.1933
C: 0.8207 -2.1922 2.9960
O: -1.4904 -0.9303 2.8547
H: -1.4088 -3.4912 3.9989
H: -0.9328 -4.4296 2.5384
H: -2.5153 -3.6088 2.6038
H: 1.3182 -3.1018 2.6621
H: 0.6683 -2.1824 4.0750
H: 1.4051 -1.3313 2.6811
O: 0.0581 0.1212 -0.3079
P: 0.3147 1.5051 0.2455
C: -1.2185 2.3845 0.5679
C: -1.3871 3.7211 0.2117
C: -2.5786 4.3687 0.5003
C: -3.5999 3.6852 1.1474
C: -3.4356 2.3523 1.4981
C: -2.2492 1.6954 1.2089
C: 1.2848 2.5348 -0.8575
C: 0.9678 2.5300 -2.2166
C: 1.6712 3.3393 -3.0914
C: 2.6922 4.1536 -2.6206
C: 3.0008 4.1724 -1.2701
C: 2.2976 3.3671 -0.3854
C: 1.2439 1.3585 1.7748
C: 0.6849 1.6294 3.0194
C: 1.4330 1.4239 4.1707
C: 2.7334 0.9491 4.0810
C: 3.2936 0.6700 2.8394
C: 2.5507 0.8727 1.6891
H: -0.5905 4.2553 -0.2910
H: -2.7077 5.4071 0.2240
H: -4.5262 4.1963 1.3797
H: -4.2304 1.8150 1.9993
H: -2.1187 0.6599 1.5034
H: 0.1681 1.8956 -2.5809
H: 1.4328 3.3249 -4.1470
H: 3.2584 4.7632 -3.3121
H: 3.7993 4.8035 -0.9032
H: 2.5438 3.3857 0.6678
H: -0.3357 1.9805 3.0959
H: 0.9941 1.6293 5.1381
H: 3.3130 0.7908 4.9816
H: 4.3025 0.2872 2.7617
H: 2.9965 0.6567 0.7255
O: 3.8721 -1.8778 0.3581
N: 2.7044 -2.0517 -0.4637
O: 1.6206 -2.3350 0.0186

Record 3
Formula: C4H11N2O
Source: the OMol25 dataset
Level of theory: ωB97M-V with the def2-TZVPD basis set

## Properties
**Total charge**: -1
**Multiplicity**: 1
**Largest force on an atom**: 2.02 eV/A
**HOMO energy**: -2.591 eV
**Frontier orbital gap**: 6.539 eV
**Electronic energy**: -9353.654 eV
**Molar mass**: 103.145 g/mol
**SMILES**: NCC[C@@H](N)C[O-]

Geometry (Å):
N: -1.8973 -0.8163 -1.7231
C: -1.9436 -0.6962 -0.2690
C: -1.1135 0.4899 0.2403
C: 0.3996 0.5392 -0.0299
N: 1.0050 1.7858 0.4255
C: 1.1990 -0.6764 0.6514
O: 2.4987 -0.5266 0.6068
H: -2.2508 -1.7327 -1.9653
H: -0.9256 -0.7943 -2.0238
H: -2.9425 -0.4928 0.1426
H: -1.6078 -1.6249 0.2063
H: -1.5464 1.4484 -0.0685
H: -1.2339 0.5283 1.3260
H: 0.5858 0.4843 -1.1104
H: 1.9873 1.4697 0.3993
H: 0.7963 1.9517 1.4081
H: 0.7800 -1.6106 0.1359
H: 0.6931 -0.6108 1.6784